{
  "formula": "C12H15N3",
  "method": "ωB97M-V/def2-TZVPD",
  "symbols": ["N", "N", "N", "C", "C", "C", "C", "C", "C", "C", "C", "C", "C", "C", "C", "H", "H", "H", "H", "H", "H", "H", "H", "H", "H", "H", "H", "H", "H", "H"],
  "positions_angstrom": [[-0.279, -0.230, -1.342], [-0.584, 3.488, 1.764], [0.468, -0.017, -0.226], [-1.200, 3.083, 0.619], [0.754, 1.515, 1.745], [-0.968, -0.302, -3.426], [1.193, -2.199, 0.732], [-0.844, 1.897, 0.027], [1.616, -0.928, -0.027], [0.343, 2.753, 2.328], [-1.749, -1.209, -2.711], [-1.329, -1.146, -1.389], [-0.047, 0.231, -2.559], [0.155, 1.136, 0.536], [0.486, -1.981, 2.080], [-1.770, -1.450, -0.464], [2.335, -0.322, 0.599], [0.720, 0.983, -2.635], [1.433, 0.873, 2.292], [1.100, -1.404, 2.750], [-1.136, -0.044, -4.457], [-0.529, -1.496, 1.872], [1.979, -1.171, -1.066], [0.537, -2.791, 0.090], [-2.017, 3.760, 0.212], [0.838, 3.094, 3.230], [0.189, -2.938, 2.494], [2.122, -2.750, 0.882], [-1.415, 1.506, -0.801], [-2.400, -1.940, -3.147]],
  "orbital_gap_ev": 9.294,
  "lumo_ha": 0.03122,
  "homo_ha": -0.31033,
  "energy_ha": -630.45912,
  "smiles": "CCCN(c1ccncc1)n1cccc1"
}

{
  "formula": "C12H15N3OS",
  "method": "ωB97M-V/def2-TZVPD",
  "symbols": ["S", "O", "N", "N", "N", "C", "C", "C", "C", "C", "C", "C", "C", "C", "C", "C", "C", "H", "H", "H", "H", "H", "H", "H", "H", "H", "H", "H", "H", "H", "H", "H"],
  "positions_angstrom": [[-2.984, -0.405, -1.259], [-0.134, -1.155, 0.615], [-3.907, 0.907, 0.747], [-4.171, 2.054, -1.274], [-3.384, -0.204, 1.257], [-0.785, -2.312, 0.151], [3.527, 0.036, -0.894], [-2.202, -2.286, 0.733], [3.053, -1.219, -1.215], [3.308, 2.248, 0.258], [-3.790, 0.990, -0.534], [0.727, 1.371, 1.280], [1.829, -1.648, -0.729], [2.785, 0.886, -0.082], [1.551, 0.469, 0.411], [1.079, -0.810, 0.084], [-2.868, -1.002, 0.406], [2.629, 3.021, -0.101], [-4.769, 2.718, -0.811], [4.284, 2.409, -0.194], [1.476, -2.635, -0.983], [-2.160, -2.367, 1.819], [-0.263, -3.221, 0.480], [-0.835, -2.309, -0.948], [-4.306, 1.924, -2.262], [-2.771, -3.126, 0.328], [1.258, 1.602, 2.203], [3.400, 2.366, 1.337], [3.634, -1.875, -1.846], [-0.216, 0.898, 1.532], [4.483, 0.364, -1.276], [0.523, 2.312, 0.769]],
  "orbital_gap_ev": 8.822,
  "lumo_ha": 0.01715,
  "homo_ha": -0.30707,
  "energy_ha": -1103.95376,
  "smiles": "Cc1cccc(OCCc2nnc(N)s2)c1C"
}

{
  "formula": "C12H15NO",
  "method": "ωB97M-V/def2-TZVPD",
  "symbols": ["O", "N", "C", "C", "C", "C", "C", "C", "C", "C", "C", "C", "C", "C", "H", "H", "H", "H", "H", "H", "H", "H", "H", "H", "H", "H", "H", "H", "H"],
  "positions_angstrom": [[-0.912, -2.839, -1.103], [0.255, -0.659, -0.828], [2.546, -1.666, -1.083], [0.094, 0.698, -0.376], [1.265, -1.095, -1.719], [-1.902, -0.966, 0.339], [-1.758, -1.107, 1.841], [-0.233, 2.312, 1.181], [-0.253, 0.940, 0.963], [-0.779, -1.629, -0.647], [0.422, 1.647, -1.437], [0.157, 2.947, -0.924], [-0.482, -0.045, 2.037], [0.038, 3.343, 0.424], [3.020, -2.570, -1.910], [-0.837, 2.478, 2.263], [0.993, -1.699, -2.500], [0.161, 4.291, 0.884], [1.864, -2.343, -0.260], [-0.509, 0.136, 3.104], [-1.357, -2.194, 2.042], [-2.838, -1.592, 0.107], [3.268, -0.913, -0.399], [0.738, 1.269, -2.581], [-2.367, -0.165, -0.289], [-2.877, -1.053, 2.599], [0.225, 3.728, -1.742], [1.802, -0.319, -2.192], [0.257, -0.935, 2.206]],
  "orbital_gap_ev": 9.360,
  "lumo_ha": 0.02488,
  "homo_ha": -0.31911,
  "energy_ha": -595.98500
}

{
  "formula": "C12H15NO",
  "method": "ωB97M-V/def2-TZVPD",
  "symbols": ["O", "N", "C", "C", "C", "C", "C", "C", "C", "C", "C", "C", "C", "C", "H", "H", "H", "H", "H", "H", "H", "H", "H", "H", "H", "H", "H", "H", "H"],
  "positions_angstrom": [[-1.716, 2.275, -0.202], [-0.226, 0.146, -0.647], [-3.676, 0.970, 0.350], [0.188, 3.092, -1.421], [-0.513, 2.209, -0.750], [1.617, 0.830, 0.660], [0.851, -1.418, 0.974], [2.156, -0.957, -1.027], [-1.471, -0.106, -0.204], [-4.194, -0.293, 0.543], [-3.437, -1.417, 0.335], [1.084, -0.408, -0.092], [-2.036, -1.329, 0.041], [-2.374, 1.053, 0.040], [1.140, 2.888, -1.918], [-1.459, -2.238, 0.067], [-3.863, -2.398, 0.645], [0.842, 1.074, 1.400], [2.509, 0.476, 1.084], [-0.076, -1.130, 1.455], [-0.096, 4.069, -1.678], [2.443, -0.101, -1.794], [1.769, -1.798, -1.736], [2.996, -1.346, -0.414], [1.729, -1.404, 1.717], [-4.222, 1.922, 0.595], [-5.025, -0.347, 1.132], [1.877, 1.548, -0.164], [0.663, -2.424, 0.644]],
  "orbital_gap_ev": [8.053, 8.053],
  "lumo_ha": [0.01926, 0.01927],
  "homo_ha": [-0.27667, -0.27668],
  "energy_ha": -596.07536
}

{
  "formula": "C12H15O6PS2SeW",
  "method": "ωB97M-V/def2-TZVPD",
  "symbols": ["W", "Se", "S", "S", "P", "O", "O", "O", "O", "O", "O", "C", "C", "C", "C", "C", "C", "C", "C", "C", "C", "C", "C", "H", "H", "H", "H", "H", "H", "H", "H", "H", "H", "H", "H", "H", "H", "H"],
  "positions_angstrom": [[0.991, -1.451, 0.381], [1.203, -3.250, 1.889], [3.402, -1.469, -0.357], [1.262, 1.086, -0.314], [3.167, 0.493, -0.045], [-1.203, -1.133, 0.829], [3.698, 0.924, 1.419], [-0.530, -1.596, -1.195], [-6.373, -1.279, 0.343], [-6.834, -1.598, -1.895], [4.211, 1.314, -0.918], [3.024, 0.460, 2.603], [-7.417, -1.429, -0.607], [-5.195, -1.382, -0.363], [3.736, 1.053, 3.801], [5.429, 3.244, -1.609], [-3.914, -1.318, 0.110], [-4.485, -1.714, -2.643], [-3.171, -1.654, -2.178], [-2.887, -1.458, -0.834], [-1.475, -1.394, -0.373], [-5.476, -1.574, -1.704], [4.196, 2.752, -0.889], [3.283, 3.095, -1.379], [4.184, 3.086, 0.150], [3.701, 2.143, 3.779], [-8.046, -0.534, -0.604], [6.331, 2.904, -1.102], [-8.018, -2.309, -0.360], [5.421, 4.335, -1.629], [-3.672, -1.175, 1.154], [3.246, 0.701, 4.710], [-2.340, -1.761, -2.862], [3.060, -0.630, 2.633], [1.981, 0.778, 2.565], [-4.714, -1.866, -3.689], [5.446, 2.874, -2.634], [4.778, 0.732, 3.815]],
  "orbital_gap_ev": [4.855, 6.300],
  "lumo_ha": [0.09041, 0.09039],
  "homo_ha": [-0.08802, -0.14115],
  "total_charge": -1,
  "energy_ha": -4524.14641,
  "multiplicity": 4
}

{
  "formula": "C12H16As2CrF3O2Se4",
  "method": "ωB97M-V/def2-TZVPD",
  "symbols": ["Se", "Se", "Se", "Se", "As", "As", "Cr", "F", "F", "F", "O", "O", "C", "C", "C", "C", "C", "C", "C", "C", "C", "C", "C", "C", "H", "H", "H", "H", "H", "H", "H", "H", "H", "H", "H", "H", "H", "H", "H", "H"],
  "positions_angstrom": [[0.979, -0.802, -4.077], [1.719, 1.256, -3.388], [0.378, 2.978, -4.273], [-1.474, 2.582, -2.870], [-1.441, -0.517, -1.172], [1.604, -0.106, -0.033], [0.173, 1.455, -1.446], [-0.271, 5.245, 1.023], [1.634, 4.456, 1.692], [-0.207, 3.714, 2.556], [1.102, 3.111, -0.622], [-0.569, 2.151, 0.417], [-0.176, -2.494, 2.950], [-1.690, -2.117, -2.222], [-0.956, -1.300, 0.552], [2.678, 0.750, 1.332], [0.362, -1.178, 1.004], [0.292, 3.059, 0.332], [2.822, -1.382, -0.818], [-1.487, -2.609, 2.508], [0.363, 4.142, 1.428], [-3.267, 0.057, -0.897], [0.745, -1.779, 2.198], [-1.871, -2.018, 1.313], [-2.898, -2.121, 0.982], [3.274, 0.021, 1.878], [3.667, -0.835, -1.235], [-2.087, -1.843, -3.197], [-0.725, -2.596, -2.357], [-2.380, -2.772, -1.689], [-3.902, -0.784, -0.625], [3.168, -2.087, -0.063], [1.765, -1.689, 2.554], [2.308, -1.886, -1.633], [0.128, -2.955, 3.880], [3.335, 1.470, 0.847], [-3.287, 0.813, -0.114], [2.017, 1.273, 2.022], [-2.212, -3.158, 3.095], [-3.618, 0.493, -1.831]],
  "orbital_gap_ev": [6.750, 7.206],
  "lumo_ha": [-0.02147, -0.00612],
  "homo_ha": [-0.26953, -0.27092],
  "energy_ha": -16038.77886,
  "multiplicity": 4
}

{
  "formula": "C12H16BBa2Br8O8",
  "method": "ωB97M-V/def2-TZVPD",
  "symbols": ["Ba", "Ba", "Br", "Br", "Br", "Br", "Br", "Br", "Br", "Br", "O", "O", "O", "O", "O", "O", "O", "O", "C", "C", "C", "C", "C", "C", "C", "C", "C", "C", "C", "C", "B", "H", "H", "H", "H", "H", "H", "H", "H", "H", "H", "H", "H", "H", "H", "H", "H"],
  "positions_angstrom": [[2.795, -2.296, 4.838], [2.260, -6.984, -7.213], [-5.686, -2.082, 1.554], [-6.846, -3.592, -1.624], [-6.247, 3.184, 4.107], [2.961, 2.381, 3.503], [3.781, 2.194, -3.159], [-1.595, 4.012, 4.163], [4.811, 5.370, 1.443], [6.251, 1.252, -0.512], [-0.903, -3.434, -2.770], [0.108, -2.602, -0.616], [-0.794, -0.981, -1.990], [0.201, -1.356, 1.409], [-1.191, 0.608, -0.266], [1.178, -2.354, -2.758], [2.243, -3.468, -4.471], [-0.413, -4.966, -4.469], [1.227, -3.239, -3.725], [-0.111, -3.999, -3.683], [-3.592, 4.031, 4.698], [-5.535, -4.315, -0.388], [5.317, 0.987, -3.386], [2.841, 3.561, 1.882], [3.026, 5.040, 2.123], [-4.302, 3.210, 3.661], [-0.762, -0.470, -0.706], [0.000, -1.534, 0.197], [5.626, 0.214, -2.025], [-4.722, -3.104, 0.158], [-0.133, -2.304, -2.034], [1.843, 3.258, 1.566], [-3.772, 3.607, 5.686], [3.463, 3.103, 1.113], [4.953, 0.233, -4.084], [-4.909, -5.084, -0.841], [-4.183, 3.525, 2.625], [2.365, 5.674, 1.532], [-6.106, -4.816, 0.394], [-3.768, -3.354, 0.621], [6.544, -0.360, -2.152], [6.136, 1.611, -3.745], [-4.309, -2.378, -0.543], [2.936, 5.325, 3.171], [4.901, -0.544, -1.729], [-3.976, 5.043, 4.828], [-3.912, 2.193, 3.617]],
  "orbital_gap_ev": 3.638,
  "lumo_ha": -0.37021,
  "homo_ha": -0.50392,
  "total_charge": 3,
  "energy_ha": -21735.85778
}

{
  "formula": "C12H16BF3O",
  "method": "ωB97M-V/def2-TZVPD",
  "symbols": ["F", "F", "F", "O", "C", "C", "C", "C", "C", "C", "C", "C", "C", "C", "C", "C", "B", "H", "H", "H", "H", "H", "H", "H", "H", "H", "H", "H", "H", "H", "H", "H", "H"],
  "positions_angstrom": [[3.608, -3.583, -3.193], [1.319, -3.262, -3.488], [2.209, -3.317, -1.346], [1.517, 1.308, 1.134], [-3.391, 1.058, 1.462], [2.892, 1.036, 1.449], [-4.844, 1.281, 1.748], [1.691, -0.414, -2.497], [-0.687, 0.565, 0.949], [2.775, -1.328, -2.849], [0.743, 0.270, 0.830], [-2.930, -0.263, 1.323], [-1.165, 1.891, 1.021], [-1.593, -0.506, 1.035], [1.177, -0.309, -1.231], [-2.494, 2.117, 1.325], [2.409, -3.092, -2.695], [2.960, 0.429, 2.364], [-3.634, -1.080, 1.444], [-0.478, 2.723, 0.873], [1.647, -0.998, -0.522], [1.268, 0.186, -3.307], [-5.501, 0.864, 0.970], [3.626, -1.224, -2.164], [-2.869, 3.133, 1.463], [3.395, 0.521, 0.614], [-5.055, 2.352, 1.848], [0.267, 0.297, -1.136], [3.319, 2.024, 1.612], [3.101, -1.232, -3.893], [-1.223, -1.521, 0.879], [1.043, -0.707, 1.281], [-5.101, 0.780, 2.693]],
  "orbital_gap_ev": 5.740,
  "lumo_ha": -0.06677,
  "homo_ha": -0.27770,
  "energy_ha": -866.54794
}

{
  "formula": "C12H16Br5NO4P",
  "method": "ωB97M-V/def2-TZVPD",
  "symbols": ["Br", "Br", "Br", "Br", "Br", "P", "O", "O", "O", "O", "N", "C", "C", "C", "C", "C", "C", "C", "C", "C", "C", "C", "C", "H", "H", "H", "H", "H", "H", "H", "H", "H", "H", "H", "H", "H", "H", "H", "H"],
  "positions_angstrom": [[-3.673, -3.134, -0.834], [-4.870, -1.895, -4.093], [6.493, 0.122, 3.083], [2.957, 1.869, 1.695], [5.453, 3.630, 3.558], [0.054, -2.294, 0.397], [1.052, -2.289, 1.484], [2.891, 2.152, -1.039], [-4.748, 0.359, -0.914], [-4.451, 2.096, 0.476], [0.255, 0.407, -0.400], [-0.569, -0.592, -0.032], [-4.008, 1.050, -0.279], [1.709, 0.184, -0.478], [2.539, 1.455, -0.138], [-2.497, 0.832, -0.316], [-0.254, 1.593, -0.732], [-1.929, -0.408, 0.019], [7.050, 1.728, 2.135], [7.191, 2.901, 3.068], [-5.469, -3.165, -1.599], [-1.608, 1.840, -0.697], [-5.427, -3.457, -3.075], [-2.018, 2.811, -0.969], [-5.927, -2.209, -1.365], [-2.600, -1.228, 0.295], [-1.080, -3.046, 0.804], [2.025, -0.127, -1.485], [2.042, -0.612, 0.210], [-4.030, 2.022, 1.348], [-6.423, -3.698, -3.441], [7.714, 3.719, 2.575], [0.482, -2.844, -0.834], [-4.745, -4.262, -3.331], [8.010, 1.478, 1.689], [0.382, 2.416, -1.061], [7.701, 2.654, 3.993], [6.321, 1.898, 1.347], [-5.992, -3.956, -1.065]],
  "orbital_gap_ev": 6.725,
  "lumo_ha": -0.19365,
  "homo_ha": -0.44080,
  "total_charge": 1,
  "energy_ha": -14033.74516
}

{
  "formula": "C12H16ClIN2O2PZr",
  "method": "ωB97M-V/def2-TZVPD",
  "symbols": ["I", "Zr", "Cl", "P", "O", "O", "N", "N", "C", "C", "C", "C", "C", "C", "C", "C", "C", "C", "C", "C", "H", "H", "H", "H", "H", "H", "H", "H", "H", "H", "H", "H", "H", "H", "H", "H"],
  "positions_angstrom": [[-3.623, 0.432, 0.816], [-1.347, 0.502, -0.650], [-0.888, 2.702, -1.410], [0.877, -0.545, -1.660], [-2.260, -2.461, -1.983], [-1.892, -0.569, -4.145], [0.472, -0.129, 6.634], [-0.170, 0.481, 1.330], [1.197, -2.311, -1.329], [-1.919, -1.419, -1.564], [-2.246, 1.854, -4.382], [-0.320, 1.408, 3.544], [0.643, -0.493, 1.816], [0.338, 0.291, 4.060], [2.396, 0.233, -0.997], [0.424, 0.076, 5.484], [-1.837, 0.567, -3.852], [0.883, -0.629, 3.167], [1.231, -0.462, -3.438], [-0.537, 1.481, 2.174], [2.234, -0.879, -3.606], [-0.705, 2.190, 4.192], [0.265, -2.883, -1.393], [-1.053, 2.335, 1.728], [1.082, -1.188, 1.095], [2.259, 1.319, -0.937], [1.208, 0.582, -3.771], [-1.380, 2.318, -4.883], [1.484, -1.466, 3.530], [3.237, 0.009, -1.668], [-2.533, 2.489, -3.532], [-3.105, 1.763, -5.081], [1.621, -2.441, -0.327], [2.624, -0.140, 0.007], [1.913, -2.689, -2.071], [0.489, -1.028, -4.011]],
  "orbital_gap_ev": 4.649,
  "lumo_ha": -0.53372,
  "homo_ha": -0.70456,
  "total_charge": 3,
  "energy_ha": -1872.05455
}

{
  "formula": "C12H16ClLuYb",
  "method": "ωB97M-V/def2-TZVPD",
  "symbols": ["Lu", "Yb", "Cl", "C", "C", "C", "C", "C", "C", "C", "C", "C", "C", "C", "C", "H", "H", "H", "H", "H", "H", "H", "H", "H", "H", "H", "H", "H", "H", "H", "H"],
  "positions_angstrom": [[0.728, -0.250, -0.219], [3.943, -0.563, -2.865], [1.410, -0.283, -2.646], [1.392, 1.553, 0.816], [-1.488, -0.197, 0.023], [-2.529, 0.033, 0.668], [-5.815, 1.472, 1.631], [-5.236, -0.312, 3.186], [-4.035, -0.516, 2.510], [-4.614, 1.273, 0.950], [4.292, 0.975, -4.483], [6.039, -1.377, -2.014], [-3.717, 0.268, 1.377], [1.648, -2.028, 0.894], [-6.124, 0.686, 2.754], [1.171, 2.625, 0.667], [-7.055, 0.860, 3.298], [3.649, 1.838, -4.243], [-5.480, -0.927, 4.056], [1.445, -3.016, 0.461], [1.281, -2.052, 1.934], [-4.360, 1.876, 0.077], [-6.509, 2.244, 1.291], [6.054, -1.332, -0.916], [6.856, -0.738, -2.382], [5.329, 1.342, -4.551], [6.285, -2.412, -2.296], [2.036, 1.510, 1.717], [-3.335, -1.288, 2.837], [3.995, 0.644, -5.491], [2.742, -1.906, 0.959]],
  "orbital_gap_ev": [6.419, 6.004],
  "lumo_ha": [0.09949, 0.08520],
  "homo_ha": [-0.13638, -0.13545],
  "total_charge": -1,
  "energy_ha": -3321.13142,
  "multiplicity": 2
}

{
  "formula": "C12H16HgNO",
  "method": "ωB97M-V/def2-TZVPD",
  "symbols": ["Hg", "O", "N", "C", "C", "C", "C", "C", "C", "C", "C", "C", "C", "C", "C", "H", "H", "H", "H", "H", "H", "H", "H", "H", "H", "H", "H", "H", "H", "H", "H"],
  "positions_angstrom": [[-1.865, -2.278, -0.397], [-0.941, -0.495, 2.805], [0.743, 0.092, -6.990], [-1.771, 1.010, 1.105], [0.387, 0.979, -2.336], [0.922, -0.078, -4.427], [1.474, -1.142, -3.776], [1.184, -0.083, -0.232], [-2.132, 0.059, 2.253], [0.785, 0.014, -5.847], [1.543, -1.167, -2.410], [0.940, -0.382, 4.269], [0.314, 0.918, -3.680], [-0.443, 0.157, 3.976], [1.025, -0.082, -1.619], [-2.712, 1.505, 0.813], [-0.233, 1.679, -4.261], [-2.742, 0.603, 3.022], [-0.387, 1.227, 3.838], [-2.711, -0.770, 1.890], [1.896, -1.973, -4.314], [0.873, -1.476, 4.393], [1.947, -2.053, -1.869], [-1.457, 0.458, 0.247], [-0.136, 1.739, -1.780], [1.603, -0.177, 3.432], [0.998, 0.786, 0.357], [1.697, -0.907, 0.215], [1.404, 0.088, 5.155], [-1.027, 1.770, 1.370], [-1.176, -0.021, 4.799]],
  "orbital_gap_ev": [8.340, 7.931],
  "lumo_ha": [0.01737, -0.04981],
  "homo_ha": [-0.28910, -0.34129],
  "energy_ha": -750.19588,
  "multiplicity": 2
}